(1)
This record from OMol25 describes one molecule with the formula C3HN3O at a distorted geometry. The level of theory is wB97M-V/def2-TZVPD.

Bonds (Å) are listed after each position.
CARTESIAN COORDINATES (ANGSTROEM)
1 H 0.213 1.927 -0.255  C4 1.105
2 C 0.147 -0.169 0.182  N3 1.301, C4 1.445, N8 1.435
3 N -0.607 -1.224 0.287  C2 1.301, N6 1.130
4 C -0.493 1.086 -0.138  H1 1.105, C2 1.445, O5 1.212
5 O -1.694 1.199 -0.255  C4 1.212
6 N -1.362 -2.062 0.351  N3 1.130
7 C 2.236 -0.453 -0.572  N8 1.195
8 N 1.559 -0.304 0.401  C2 1.435, C7 1.195

The calculation puts the orbital gap at 0.325 hartree. Its energy above the lowest of the compared OMol25 structures with the same formula, charge and spin is 51.34 kcal per mole. The value obtained for the energy is -9640.5912 eV.

(2)
This record from OMol25 describes one molecule with the formula C3HN3O2 at a distorted geometry. The level of theory is wB97M-V/def2-TZVPD.

Bonds (Å) are listed after each position.
CARTESIAN COORDINATES (ANGSTROEM)
1 C 1.259 -0.091 -0.525  N3 1.187, C5 1.405
2 H 2.759 0.534 0.620  C5 1.213
3 N 0.206 0.381 -0.246  C1 1.187, N9 1.228
4 C -3.022 0.061 0.152  O6 1.135, N7 1.179
5 C 2.502 -0.479 0.003  C1 1.405, H2 1.213, O8 1.222
6 O -4.046 -0.424 0.226  C4 1.135
7 N -2.013 0.511 -0.261  C4 1.179, N9 1.353
8 O 3.155 -1.511 -0.026  C5 1.222
9 N -0.799 1.018 0.056  N3 1.228, N7 1.353

The calculation puts the orbital gap at 0.322 hartree. Its energy above the lowest of the compared OMol25 structures with the same formula, charge and spin is 104.12 kcal per mole. The value obtained for the energy is -11686.9244 eV.

(3)
This record from OMol25 describes one molecule with the formula C3HNO2 at a distorted geometry. The level of theory is wB97M-V/def2-TZVPD.

Bonds (Å) are listed after each position.
CARTESIAN COORDINATES (ANGSTROEM)
1 O -1.612 -0.635 -0.487  C3 1.296, H5 0.966
2 C 1.611 -0.027 0.111  N4 1.156, C7 1.479
3 C -0.830 -0.169 0.436  O1 1.296, C7 1.465
4 N 2.624 -0.578 0.203  C2 1.156
5 H -2.267 -1.037 0.098  O1 0.966
6 O 0.176 1.809 -0.319  C7 1.211
7 C 0.298 0.636 -0.041  C2 1.479, C3 1.465, O6 1.211

The calculation puts the orbital gap at 0.337 hartree. Its energy above the lowest of the compared OMol25 structures with the same formula, charge and spin is 49.50 kcal per mole. The value obtained for the energy is -8708.1984 eV.

(4)
This record from OMol25 describes one molecule with the formula C3HNO2 at a distorted geometry. The level of theory is wB97M-V/def2-TZVPD.

Bonds (Å) are listed after each position.
CARTESIAN COORDINATES (ANGSTROEM)
1 C -0.280 -0.973 -1.027  O4 1.178, C6 1.294
2 C -0.285 0.911 0.420  H5 1.083, C6 1.327, O7 1.296
3 N 1.427 -0.442 0.792  O7 1.271
4 O -0.157 -2.002 -1.587  C1 1.178
5 H -0.751 1.779 0.867  C2 1.083
6 C -0.642 0.211 -0.649  C1 1.294, C2 1.327
7 O 0.687 0.515 1.182  C2 1.296, N3 1.271

The calculation puts the orbital gap (spin up / spin down) at 0.293 / 0.301 hartree. Its energy above the lowest of the compared OMol25 structures with the same formula, charge and spin is 119.73 kcal per mole. The value obtained for the energy is -8705.1530 eV.

(5)
This record from OMol25 describes a 2-piece molecular cluster, C3HNO3 overall at a distorted geometry. The level of theory is wB97M-V/def2-TZVPD.

Bonds (Å) are listed after each position.
CARTESIAN COORDINATES (ANGSTROEM)
1 C 0.567 -1.003 1.956  O3 1.142, O7 1.146
2 C -0.068 1.678 -0.942  N4 1.219, O8 1.169
3 O 1.700 -0.894 2.058  C1 1.142
4 N -0.097 0.525 -1.339  C2 1.219, C6 1.308
5 H -1.340 -1.144 -1.370  C6 1.169
6 C -0.237 -0.770 -1.462  N4 1.308, H5 1.169
7 O -0.537 -1.188 1.711  C1 1.146
8 O 0.011 2.797 -0.612  C2 1.169

The calculation puts the orbital gap at 0.280 hartree. Its energy above the lowest of the compared OMol25 structures with the same formula, charge and spin is 47.31 kcal per mole. The value obtained for the energy is -10756.7170 eV.

(6)
This record from OMol25 describes one molecule with the formula C3HNOS2 at a distorted geometry. The level of theory is wB97M-V/def2-TZVPD.

Bonds (Å) are listed after each position.
CARTESIAN COORDINATES (ANGSTROEM)
1 C -1.936 -0.142 -0.069  C4 1.503, N7 1.166
2 C 0.574 0.306 -0.021  S3 1.753, C4 1.485, S6 1.613
3 S 2.187 -0.378 -0.018  C2 1.753, H5 1.303
4 C -0.533 -0.683 -0.077  C1 1.503, C2 1.485, O8 1.202
5 H 2.921 0.674 0.215  S3 1.303
6 S 0.202 1.876 -0.046  C2 1.613
7 N -3.038 0.220 0.050  C1 1.166
8 O -0.377 -1.874 -0.034  C4 1.202

The calculation puts the orbital gap at 0.278 hartree. Its energy above the lowest of the compared OMol25 structures with the same formula, charge and spin is 24.68 kcal per mole. The value obtained for the energy is -28333.3830 eV.

What did the third record say?
This record from OMol25 describes one molecule with the formula C3HNO2 at a distorted geometry. The level of theory is wB97M-V/def2-TZVPD.

Bonds (Å) are listed after each position.
CARTESIAN COORDINATES (ANGSTROEM)
1 O -1.612 -0.635 -0.487  C3 1.296, H5 0.966
2 C 1.611 -0.027 0.111  N4 1.156, C7 1.479
3 C -0.830 -0.169 0.436  O1 1.296, C7 1.465
4 N 2.624 -0.578 0.203  C2 1.156
5 H -2.267 -1.037 0.098  O1 0.966
6 O 0.176 1.809 -0.319  C7 1.211
7 C 0.298 0.636 -0.041  C2 1.479, C3 1.465, O6 1.211

The calculation puts the orbital gap at 0.337 hartree. Its energy above the lowest of the compared OMol25 structures with the same formula, charge and spin is 49.50 kcal per mole. The value obtained for the energy is -8708.1984 eV.

Please write out number 1 again, unchanged.
This record from OMol25 describes one molecule with the formula C3HN3O at a distorted geometry. The level of theory is wB97M-V/def2-TZVPD.

Bonds (Å) are listed after each position.
CARTESIAN COORDINATES (ANGSTROEM)
1 H 0.213 1.927 -0.255  C4 1.105
2 C 0.147 -0.169 0.182  N3 1.301, C4 1.445, N8 1.435
3 N -0.607 -1.224 0.287  C2 1.301, N6 1.130
4 C -0.493 1.086 -0.138  H1 1.105, C2 1.445, O5 1.212
5 O -1.694 1.199 -0.255  C4 1.212
6 N -1.362 -2.062 0.351  N3 1.130
7 C 2.236 -0.453 -0.572  N8 1.195
8 N 1.559 -0.304 0.401  C2 1.435, C7 1.195

The calculation puts the orbital gap at 0.325 hartree. Its energy above the lowest of the compared OMol25 structures with the same formula, charge and spin is 51.34 kcal per mole. The value obtained for the energy is -9640.5912 eV.

Which value of energy above the lowest of the compared OMol25 structures with the same formula, charge and spin does entry 4 give? 119.73 kcal per mole

What did the sixth record say?
This record from OMol25 describes one molecule with the formula C3HNOS2 at a distorted geometry. The level of theory is wB97M-V/def2-TZVPD.

Bonds (Å) are listed after each position.
CARTESIAN COORDINATES (ANGSTROEM)
1 C -1.936 -0.142 -0.069  C4 1.503, N7 1.166
2 C 0.574 0.306 -0.021  S3 1.753, C4 1.485, S6 1.613
3 S 2.187 -0.378 -0.018  C2 1.753, H5 1.303
4 C -0.533 -0.683 -0.077  C1 1.503, C2 1.485, O8 1.202
5 H 2.921 0.674 0.215  S3 1.303
6 S 0.202 1.876 -0.046  C2 1.613
7 N -3.038 0.220 0.050  C1 1.166
8 O -0.377 -1.874 -0.034  C4 1.202

The calculation puts the orbital gap at 0.278 hartree. Its energy above the lowest of the compared OMol25 structures with the same formula, charge and spin is 24.68 kcal per mole. The value obtained for the energy is -28333.3830 eV.